# 1
CH4N2O2S in the gas phase, computed with the ωB97M-V functional and the def2-TZVPD basis.

total energy: -698.399706 Ha
energy above the lowest of the compared OMol25 structures with the same formula, charge and spin: 76.29 kcal per mole
spin multiplicity: 3
E_LUMO (spin up / spin down): 0.69 / -2.63 eV
HOMO-LUMO gap (spin up / spin down): 7.41 / 6.91 eV

Each line ends with the Mulliken spin population.
CARTESIAN COORDINATES (ANGSTROEM)
C1 1.28026 0.88790 -0.14776  0.06
N1 -2.69040 -0.38264 -0.38517  0.27
N2 -3.27444 -0.09240 0.52320  1.13
O1 -1.26221 2.19569 -0.11428  0.00
O2 -1.04787 -0.30967 -0.37060  0.47
S1 -0.65248 1.00436 0.54767  0.00
H1 1.93174 1.08580 0.70523  0.00
H2 1.27233 -0.07399 -0.63073  0.00
H3 1.29874 1.65231 -1.00745  0.00
H4 -2.80061 -0.46423 -1.36086  0.06

Cartesian forces (eV/Å) of the 2 atoms listed first:
-2.644 1.302 -0.963
4.472 -5.660 -7.886

# 2
A 5-piece molecular cluster, C4H16IN8O4 overall, computed with the ωB97M-V functional and the def2-TZVPD basis.

total energy: -1198.997668 Ha
charge: -1
energy above the lowest of the compared OMol25 structures with the same formula, charge and spin: 24.25 kcal per mole
E_LUMO: 2.75 eV
HOMO-LUMO gap: 8.35 eV

Each line ends with the natural charge from an NBO analysis.
CARTESIAN COORDINATES (ANGSTROEM)
I1 0.60832 0.15156 1.04045  -0.91
C1 -3.48678 1.70681 0.69974  0.76
O1 -4.72222 1.82244 0.72375  -0.70
N1 -2.76405 1.94131 -0.43863  -0.86
N2 -2.73732 1.44394 1.78944  -0.85
H1 -1.82213 1.57112 -0.39878  0.40
H2 -3.08990 2.40410 -1.25809  0.40
H3 -3.15280 1.10499 2.63607  0.40
H4 -1.75495 1.24227 1.64668  0.42
C2 -2.24642 -3.31779 2.29889  0.77
O2 -1.36582 -4.12859 2.58161  -0.66
N3 -2.13498 -2.27465 1.43097  -0.84
N4 -3.28525 -3.16905 3.20069  -0.87
H5 -1.26693 -2.06424 0.96090  0.43
H6 -2.88648 -1.62002 1.34712  0.39
H7 -3.20104 -3.68901 4.05327  0.40
H8 -4.17630 -2.80097 2.92298  0.38
C3 2.69711 -1.32450 -3.06457  0.76
O3 3.73478 -0.70030 -3.28447  -0.67
N5 2.23909 -2.27345 -3.94452  -0.86
N6 1.95935 -1.17484 -1.94241  -0.84
H9 1.56064 -2.96200 -3.68208  0.38
H10 2.73324 -2.37524 -4.80859  0.40
H11 2.24205 -0.59237 -1.16995  0.43
H12 1.01163 -1.50304 -1.90243  0.39
C4 3.54158 2.93718 -0.42721  0.77
O4 4.55125 3.32825 -1.04636  -0.71
N7 2.34292 3.50932 -0.65859  -0.85
N8 3.66330 2.03782 0.57672  -0.86
H13 1.46700 3.28272 -0.22560  0.41
H14 2.41407 4.18374 -1.39958  0.40
H15 4.54171 1.72158 0.92254  0.40
H16 2.78535 1.58090 0.82009  0.41

Cartesian forces (eV/Å) of the 2 atoms listed first:
-0.224 0.117 -0.040
-2.311 1.049 -0.626

# 3
C12H16OSe in the gas phase, computed with the ωB97M-V functional and the def2-TZVPD basis.

total energy: -2943.356581 Ha
energy above the lowest of the compared OMol25 structures with the same formula, charge and spin: 30.53 kcal per mole
E_LUMO (spin up / spin down): 0.10 / 0.10 eV
HOMO-LUMO gap (spin up / spin down): 6.71 / 6.71 eV

Each line ends with the natural charge from an NBO analysis.
CARTESIAN COORDINATES (ANGSTROEM)
C1 4.02268 -0.40919 3.69487  -0.27
C2 4.36403 0.51075 2.72775  -0.19
C3 2.72711 -1.01909 3.65720  -0.18
C4 3.46368 0.89819 1.71746  -0.23
C5 1.76984 -0.55388 2.73198  -0.25
C6 2.11082 0.46811 1.80471  -0.06
C7 -2.41073 1.00286 -1.05415  -0.47
C8 -1.18856 -1.23023 -0.78160  -0.55
C9 -1.50721 1.58763 -0.16361  -0.53
C10 1.08124 1.01888 0.94779  -0.65
C11 -1.69200 -0.22501 -1.80054  0.24
C12 -2.67298 -0.88603 -2.77510  -0.64
O1 -0.56376 0.24654 -2.49878  -0.72
Se1 -0.57341 0.12155 0.92660  0.75
H1 4.78068 -0.60390 4.39856  0.21
H2 5.29800 1.07371 2.74028  0.21
H3 2.60299 -1.83929 4.32660  0.21
H4 3.75670 1.53571 0.84224  0.21
H5 0.71712 -0.80440 2.61271  0.19
H6 -3.14435 0.40585 -0.41680  0.20
H7 -2.90022 1.48713 -1.86363  0.25
H8 -0.33812 -1.81810 -0.94667  0.22
H9 -1.98099 -1.78256 -0.20632  0.22
H10 -0.66297 2.13586 -0.65822  0.23
H11 -1.57107 2.30169 0.66178  0.26
H12 1.27211 1.44761 -0.00606  0.20
H13 -2.63291 -0.18637 -3.62522  0.23
H14 -3.67836 -1.14377 -2.43132  0.23
H15 -2.20550 -1.81956 -3.15499  0.22
H16 0.16392 0.12473 -1.97380  0.47

Cartesian forces (eV/Å) of the 2 atoms listed first:
-1.639 0.102 -1.181
-0.517 1.221 -1.183

# 4
C5H5F3N2O in the gas phase, computed with the ωB97M-V functional and the def2-TZVPD basis.

total energy: -677.848350 Ha
energy above the lowest of the compared OMol25 structures with the same formula, charge and spin: 15.49 kcal per mole
SMILES string: Cc1[nH]nc(C(F)(F)F)c1O
E_LUMO: 0.74 eV
HOMO-LUMO gap: 9.54 eV

Each line ends with the natural charge from an NBO analysis.
CARTESIAN COORDINATES (ANGSTROEM)
C1 -2.51644 0.05851 -0.04208  -0.65
C2 -1.13023 -0.31457 0.05854  0.04
N1 -0.58693 -1.51698 0.16681  -0.28
N2 0.67110 -1.53935 0.23001  -0.21
C3 1.16296 -0.33165 0.03258  -0.08
C4 2.57253 0.02954 0.08579  0.96
F1 2.85819 0.68439 -1.14276  -0.37
F2 2.90150 0.89058 1.01757  -0.30
F3 3.34714 -1.01340 0.15278  -0.29
C5 -0.08065 0.54531 -0.14703  0.23
O1 -0.15513 1.89861 -0.36622  -0.66
H1 -2.80018 0.59615 0.91556  0.23
H2 -2.52400 0.79640 -0.79233  0.24
H3 -3.35312 -0.62831 -0.27574  0.24
H4 -1.07513 -2.34529 0.53381  0.41
H5 0.70838 2.19004 -0.42728  0.48

Cartesian forces (eV/Å) of the 2 atoms listed first:
-2.302 0.747 1.873
0.870 1.618 -1.275

# 5
C22H38N2Si4Ti as an isolated structure, computed with the ωB97M-V functional and the def2-TZVPD basis.

total energy: -2978.217932 Ha
charge: -1
energy above the lowest of the compared OMol25 structures with the same formula, charge and spin: 23.62 kcal per mole
spin multiplicity: 2
E_LUMO (spin up / spin down): 2.83 / 2.79 eV
HOMO-LUMO gap (spin up / spin down): 7.10 / 6.93 eV

Each line ends with the Mulliken spin population.
CARTESIAN COORDINATES (ANGSTROEM)
Ti1 0.07340 0.07092 0.02115  0.99
C1 4.50561 -0.65349 -1.67969  0.00
Si1 3.46196 -1.00047 -0.13894  0.04
C2 3.12934 -2.82594 -0.38340  0.00
C3 4.46753 -1.01549 1.46140  0.00
N1 2.12474 0.12536 -0.02032  -0.04
C4 2.50718 1.49386 0.08336  0.04
C5 3.83879 1.90991 0.18235  0.01
C6 4.22393 3.24190 0.26144  0.00
C7 3.25275 4.21752 0.24062  0.00
C8 1.91990 3.83633 0.15592  0.01
C9 1.49837 2.50447 0.08616  0.03
N2 0.12723 2.12426 0.01898  -0.05
Si2 -0.99526 3.46904 -0.03993  0.04
C10 -0.64860 4.55803 -1.54676  0.00
C11 -2.82866 3.16171 -0.25369  0.00
C12 -0.99571 4.42386 1.59374  0.00
H1 5.43359 -1.23243 -1.63961  0.00
H2 4.75635 0.38818 -1.86579  0.00
H3 3.93984 -1.01465 -2.54361  0.00
H4 4.13876 -3.25478 -0.35714  0.00
H5 2.69920 -3.08308 -1.34644  0.00
H6 2.55442 -3.31063 0.39877  0.00
H7 5.40559 -1.55873 1.31164  0.00
H8 3.88953 -1.57008 2.20682  0.00
H9 4.69663 -0.03920 1.88483  0.00
H10 4.62814 1.17724 0.20587  0.00
H11 5.27527 3.49261 0.33497  0.00
H12 3.50702 5.26919 0.29485  0.00
H13 1.19134 4.62971 0.14844  0.00
H14 -1.02830 4.02917 -2.42594  0.00
H15 0.39748 4.79379 -1.73219  0.00
H16 -1.20775 5.49559 -1.46871  0.00
H17 -3.11297 2.71641 -1.20083  0.00
H18 -3.23909 4.17903 -0.24031  0.00
H19 -3.30726 2.61306 0.55128  0.00
H20 -0.01937 4.63801 2.02283  0.00
H21 -1.54967 3.82385 2.32211  0.00
H22 -1.53849 5.36685 1.47622  0.00
C13 -3.47906 0.16325 -1.69252  0.00
Si3 -2.58737 -0.30623 -0.05536  -0.01
C14 -3.53734 0.41010 1.45725  -0.01
C15 -3.11866 -2.12989 0.08389  -0.02
C16 -4.46761 -2.51281 0.10921  0.00
C17 -4.83735 -3.84157 0.22265  0.00
C18 -3.85274 -4.82399 0.31108  0.00
C19 -2.51848 -4.45784 0.28200  0.00
C20 -2.13253 -3.11427 0.16856  -0.02
Si4 -0.30416 -2.59050 0.08240  0.00
C21 0.21292 -3.51033 -1.52516  0.00
C22 0.37383 -3.51640 1.62670  -0.01
H23 -4.50507 0.50727 -1.52675  0.00
H24 -3.52916 -0.74750 -2.29555  0.00
H25 -2.96034 0.91483 -2.28617  0.00
H26 -4.56621 0.69042 1.20875  0.00
H27 -3.05530 1.26756 1.92754  0.00
H28 -3.58376 -0.38643 2.20469  0.00
H29 -5.24388 -1.75486 0.04135  0.00
H30 -5.88589 -4.11785 0.24285  0.00
H31 -4.13160 -5.86825 0.40013  0.00
H32 -1.75891 -5.23261 0.34812  0.00
H33 0.56813 -4.52661 -1.32695  0.00
H34 0.97106 -2.99429 -2.11291  0.00
H35 -0.68340 -3.58777 -2.14636  0.00
H36 0.64017 -4.55588 1.40835  0.00
H37 -0.43319 -3.53086 2.36432  0.00
H38 1.23315 -3.03757 2.09745  0.00

Cartesian forces (eV/Å) of the 2 atoms listed first:
0.336 0.343 -0.006
0.021 -0.002 0.028

# 6
A 4-piece molecular cluster, CH10O3S overall, computed with the ωB97M-V functional and the def2-TZVPD basis.

total energy: -667.942222 Ha
energy above the lowest of the compared OMol25 structures with the same formula, charge and spin: 34.24 kcal per mole
SMILES string: CS.O.O.O
E_LUMO: 0.26 eV
HOMO-LUMO gap: 9.26 eV

Each line ends with the natural charge from an NBO analysis.
CARTESIAN COORDINATES (ANGSTROEM)
C1 1.90383 -1.05455 0.87483  -0.78
S1 3.28567 -0.10442 0.40130  -0.01
H1 2.22717 -1.94070 1.39411  0.22
H2 1.17836 -0.52973 1.52472  0.22
H3 1.31043 -1.49562 0.07335  0.23
H4 2.95197 -0.33602 -0.90570  0.13
O1 -2.73710 -0.20524 -3.23666  -0.95
H5 -3.27390 0.26326 -3.89240  0.47
H6 -2.96298 -1.13246 -3.28443  0.48
O2 -2.18314 -1.23747 3.49064  -0.93
H7 -2.92636 -0.80202 3.78379  0.46
H8 -1.93953 -0.83258 2.69275  0.46
O3 -2.11843 2.74542 -1.41803  -0.94
H9 -1.33832 2.24402 -1.78726  0.47
H10 -2.91102 2.13808 -1.95629  0.47

Cartesian forces (eV/Å) of the 2 atoms listed first:
-2.119 -1.263 1.320
0.381 0.496 -1.806

# 7
C4H10N2O in the gas phase, computed with the ωB97M-V functional and the def2-TZVPD basis.

total energy: -343.163631 Ha
energy above the lowest of the compared OMol25 structures with the same formula, charge and spin: 23.74 kcal per mole
SMILES string: NCCCNC=O
E_LUMO: 0.97 eV
HOMO-LUMO gap: 10.49 eV

Each line ends with the natural charge from an NBO analysis.
CARTESIAN COORDINATES (ANGSTROEM)
N1 2.00268 0.33371 1.14514  -0.86
C1 1.46356 0.27258 -0.22515  -0.22
C2 0.46350 -0.89580 -0.34355  -0.41
C3 -0.76837 -0.67212 0.50116  -0.23
N2 -1.47373 0.54976 0.12757  -0.64
C4 -2.26070 0.57352 -0.98994  0.53
O1 -3.04700 1.44943 -1.26256  -0.59
H1 2.13307 1.27721 1.49224  0.36
H2 2.91677 -0.09995 1.16099  0.36
H3 0.92082 1.17785 -0.46815  0.20
H4 2.28615 0.12382 -0.93373  0.18
H5 0.22910 -1.03456 -1.39925  0.20
H6 0.94295 -1.81394 0.00970  0.21
H7 -0.44870 -0.58067 1.54239  0.23
H8 -1.44939 -1.52161 0.43711  0.19
H9 -1.83162 1.12436 0.88150  0.40
H10 -2.07909 -0.26362 -1.67548  0.10

Cartesian forces (eV/Å) of the 2 atoms listed first:
0.031 0.107 0.007
0.029 -0.704 0.385

# 8
C3H4N2 in the gas phase, computed with the ωB97M-V functional and the def2-TZVPD basis.

total energy: -226.115568 Ha
energy above the lowest of the compared OMol25 structures with the same formula, charge and spin: 68.79 kcal per mole
SMILES string: N#C[C@H]1CN1
E_LUMO: 0.62 eV
HOMO-LUMO gap: 11.01 eV

Each line ends with the natural charge from an NBO analysis.
CARTESIAN COORDINATES (ANGSTROEM)
N1 2.08249 0.16885 -0.22899  -0.28
C1 1.05300 -0.12164 0.12222  0.26
C2 -0.21230 -0.35472 0.55902  -0.23
C3 -1.07028 0.67205 0.14238  -0.22
N2 -1.08704 -0.42036 -0.65422  -0.53
H1 -0.55821 -0.89926 1.48889  0.26
H2 -0.97807 1.64943 -0.29932  0.22
H3 -2.16909 0.79350 0.53235  0.18
H4 -1.88532 -0.95724 -0.48125  0.35

Cartesian forces (eV/Å) of the 2 atoms listed first:
2.734 0.655 -0.986
1.508 -0.657 0.792